Computed, not measured: a cluster of 2 separate species, C10H18N3O in total in a non-equilibrium geometry, with the ωB97M-V functional and the def2-TZVPD basis.

## Properties
net charge	+1
frontier orbital gap (spin up / spin down)	6.298 / 7.561	eV

```
32
Properties=species:S:1:pos:R:3:mulliken_charge:R:1
O 2.09 2.10 -0.03 -0.3599
N -4.12 -0.47 -0.19 0.1690
N -3.73 1.70 0.01 -0.5803
N 0.96 -0.52 0.25 0.3565
C 1.99 1.18 -1.18 -0.4962
C 1.33 -1.75 1.04 -0.7787
C -3.43 -0.26 0.93 -0.1306
C -0.29 -0.75 -0.45 0.2166
C -4.56 -1.75 -0.73 -0.8966
C -4.32 0.74 -0.69 -0.0148
C 2.31 3.50 -0.19 -0.7472
C -3.13 1.07 1.09 -0.3028
C -0.55 -0.69 -1.74 -0.7391
C 2.09 -0.23 -0.63 -0.9111
H -2.37 1.51 1.70 0.4263
H 0.99 0.20 0.95 0.4098
H 1.04 -1.74 2.11 0.3435
H -5.00 -2.37 0.03 0.3328
H -1.59 -0.90 -2.12 0.0977
H -5.30 -1.63 -1.37 0.3816
H 2.13 -1.02 -1.49 0.4070
H 2.38 -1.98 1.00 0.3600
H 1.00 1.38 -1.67 0.3598
H 0.79 -2.56 0.61 0.3483
H -4.89 0.75 -1.62 0.3664
H 0.06 -0.26 -2.49 0.3370
H 2.45 3.75 0.82 0.2639
H 3.25 3.61 -0.75 0.3047
H -3.67 -2.11 -1.24 0.3107
H 2.93 1.30 -1.78 0.4163
H 1.55 3.90 -0.79 0.3150
H 3.20 -0.25 -0.11 0.4341
```


Computed, not measured: the molecule C2HClO in a non-equilibrium geometry, with the ωB97M-V functional and the def2-TZVPD basis.

## Properties
net charge	0
frontier orbital gap (spin up / spin down)	7.579 / 7.778	eV
structure (SMILES)	O=C=CCl

```
5
Properties=species:S:1:pos:R:3:mulliken_charge:R:1
Cl -2.16 0.21 -0.25 -0.0749
O 0.47 -2.06 -2.34 -0.2335
C -0.67 -0.54 -0.25 -0.1823
C -0.02 -1.10 -1.91 0.2459
H 0.19 -0.09 0.33 0.2448
```


Computed, not measured: the molecule CF3NO3S in a non-equilibrium geometry, with the ωB97M-V functional and the def2-TZVPD basis.

## Properties
net charge	0
frontier orbital gap	9.890	eV

```
9
Properties=species:S:1:pos:R:3:mulliken_charge:R:1
S 0.73 0.98 -0.09 0.3157
F 0.90 -1.66 -0.65 -0.1983
F 0.54 -0.42 -2.34 -0.1836
F -1.10 -0.85 -0.94 -0.1867
O -1.20 1.00 1.63 -0.4389
O -0.41 2.06 -0.81 -0.4955
O 0.30 -0.53 1.88 -0.4896
N -0.20 0.41 1.41 0.9188
C 0.20 -0.61 -1.08 0.7580
```


Computed, not measured: a cluster of 2 separate species, C4H10O2 in total in a non-equilibrium geometry, with the ωB97M-V functional and the def2-TZVPD basis.

## Properties
net charge	+1
frontier orbital gap (spin up / spin down)	8.770 / 5.104	eV
multiplicity	2

```
16
Properties=species:S:1:pos:R:3:mulliken_charge:R:1
O 0.39 6.03 0.26 -0.6195
O 1.27 -1.87 -0.01 -0.4205
C -0.94 -1.07 -0.52 -0.1326
C -0.36 -2.01 1.73 -0.9131
C -0.72 -0.69 -1.93 -1.0519
C 0.00 -1.63 0.37 0.6951
H -1.35 -1.80 2.12 0.3693
H -1.83 -0.66 -0.07 0.3553
H -0.25 -3.11 1.74 0.3075
H -1.61 -0.88 -2.53 0.3609
H 0.35 -1.66 2.48 0.3496
H -0.33 0.33 -2.04 0.3364
H 0.09 -1.29 -2.36 0.3347
H 1.28 -2.83 -0.22 0.4094
H 1.21 5.93 0.77 0.3239
H 0.28 5.15 -0.09 0.2956
```


Computed, not measured: a cluster of 3 separate species, C5H18N2O3 in total in a non-equilibrium geometry, with the ωB97M-V functional and the def2-TZVPD basis.

## Properties
net charge	0
frontier orbital gap	9.353	eV
structure (SMILES)	CCN[C@H](CN)CO.O.O

```
28
Properties=species:S:1:pos:R:3:mulliken_charge:R:1
O -0.84 0.89 -3.62 -0.6334
O -1.44 2.36 -1.41 -0.5787
O -1.71 -2.84 -0.18 -0.4921
N -1.12 0.51 2.45 -0.6670
N 0.86 -0.27 0.73 -0.3446
C -0.43 -0.84 0.31 0.6517
C -0.45 -2.36 0.17 -1.0603
C 1.58 0.54 -0.19 -0.1079
C 2.90 0.99 0.42 -1.4110
C -1.38 -0.64 1.63 -0.9445
H -0.44 0.62 -2.78 0.2901
H -2.40 -0.84 1.31 0.4412
H 1.91 0.20 -1.19 0.2680
H 1.38 -1.06 1.11 0.2428
H -0.22 -2.89 1.12 0.4299
H 2.70 1.20 1.48 0.3560
H 0.47 -2.60 -0.43 0.4136
H -0.15 0.77 2.34 0.3263
H -1.15 -1.56 2.22 0.3125
H -0.81 -0.43 -0.62 0.0561
H -1.88 1.85 -0.72 0.2874
H 3.40 1.77 -0.15 0.3812
H -1.60 1.35 2.12 0.2705
H -0.11 1.39 -3.97 0.3127
H 0.97 1.43 -0.48 0.2656
H -1.68 3.28 -1.17 0.3009
H 3.55 0.10 0.61 0.3075
H -1.92 -2.91 -1.11 0.3259
```


Computed, not measured: the molecule C6H11N in a non-equilibrium geometry, with the ωB97M-V functional and the def2-TZVPD basis.

## Properties
net charge	0
frontier orbital gap	12.016	eV

```
18
Properties=species:S:1:pos:R:3:mulliken_charge:R:1
N -1.31 -1.34 0.44 -0.2313
C 0.89 -0.32 -1.09 -0.5833
C 1.00 -1.74 -1.61 -1.2521
C -1.62 -0.59 -0.44 -0.4760
C -1.11 1.46 1.81 -1.2542
C -0.16 1.28 0.63 -0.5821
C 0.05 -0.16 0.18 0.6003
H -0.84 0.80 2.64 0.3087
H -1.08 2.49 2.16 0.3871
H 0.05 -2.10 -2.00 0.3177
H 1.88 0.06 -0.82 0.3742
H 0.53 -0.72 0.99 0.3418
H 1.74 -1.79 -2.42 0.3863
H -0.50 1.88 -0.22 0.3280
H 0.84 1.65 0.90 0.3757
H 0.48 0.34 -1.86 0.3299
H 1.32 -2.43 -0.82 0.3095
H -2.14 1.23 1.52 0.3196
```


Computed, not measured: a cluster of 5 separate species, CH12NO4 in total in a non-equilibrium geometry, with the ωB97M-V functional and the def2-TZVPD basis.

## Properties
net charge	+1
frontier orbital gap	10.483	eV

```
18
Properties=species:S:1:pos:R:3:mulliken_charge:R:1
O -0.67 4.08 1.08 -0.6076
O -2.19 -3.24 0.40 -0.6274
O -0.85 1.41 -0.31 -0.7111
O 0.72 -2.59 -0.16 -0.6576
N 1.30 -0.10 -0.56 -0.0514
C 2.54 0.12 -0.93 -0.0877
H 0.51 -3.42 -0.51 0.2952
H -1.75 1.68 -0.49 0.3228
H -0.01 -2.54 0.45 0.3134
H -1.22 4.84 1.04 0.3017
H -0.10 4.14 1.75 0.2851
H -2.57 -3.02 1.27 0.3226
H -0.55 2.26 0.24 0.3683
H -2.84 -3.39 -0.30 0.3098
H 1.26 -1.14 -0.37 0.3313
H 2.87 1.16 -0.83 0.2651
H 3.10 -0.71 -1.32 0.2791
H 0.43 0.46 -0.46 0.3483
```


Computed, not measured: a cluster of 2 separate species, C7H11O in total in a non-equilibrium geometry, with the ωB97M-V functional and the def2-TZVPD basis.

## Properties
net charge	-1
frontier orbital gap	5.223	eV

```
19
Properties=species:S:1:pos:R:3:mulliken_charge:R:1
O 3.17 -0.07 0.39 -0.7679
C -0.88 0.13 -0.45 0.3774
C 1.92 0.09 0.07 -0.2188
C -2.19 0.29 -0.60 0.4015
C -0.39 -0.98 0.56 -0.5397
C -1.56 1.35 0.20 -0.8354
C -3.56 -0.14 -0.51 -1.1103
C 0.83 -0.31 1.17 -0.6637
H 4.78 0.51 -2.03 0.1284
H -3.94 -0.39 -1.48 0.2350
H 1.63 1.16 -0.15 0.0765
H 0.54 0.51 1.83 0.3449
H -2.18 2.24 0.22 0.4762
H 1.48 -0.46 -0.84 0.0487
H 1.30 -1.06 1.82 0.3621
H -1.16 -1.14 1.34 0.3263
H -3.85 -0.83 0.28 0.2305
H -0.20 -1.87 -0.09 0.2730
H 4.26 0.95 -1.73 -0.1445
```


Looking at relative energy (zero: lowest compared OMol25 entry of this formula, charge and spin) for the records above, in order, we have 241.5, 60.0, 30.5, 33.8, 46.1, 57.9, 31.7, 179.9 kcal per mole.